Entry from the OMol25 dataset: the molecule C8H2 in a non-equilibrium geometry (wB97M-V/def2-TZVPD).

* energy above the lowest of the compared OMol25 structures with the same formula, charge and spin: 3.783 eV
* Kohn-Sham gap (alpha / beta): 7.0 / 7.0 eV
* LUMO level (alpha / beta): -0.927 / -0.927 eV

```
! wB97M-V def2-TZVPD RIJCOSX def2/J DEFGRID3
* xyz 0 1
C -1.14003 -0.57938 2.33174
C -1.29655 1.84114 1.80536
C -0.88769 -1.35891 1.35399
C -1.17832 1.93424 0.49944
C -1.15715 0.70879 2.42744
C -0.04308 -0.00818 -0.03216
C -0.42855 -1.30303 0.06688
C 0.08414 1.27359 0.03589
H -0.48533 -2.05525 -0.69288
H 0.99281 1.84476 -0.01948
*
```

Mulliken population analysis, charges in e, atoms 1 to 4:
1. C -0.065
2. C -0.098
3. C 0.074
4. C -0.446